{
  "formula": "C20H25Cl5MoN2Si",
  "method": "wB97M-V/def2-TZVPD",
  "e_lumo_ev": 0.2,
  "de_lowest_kcal_mol": 0.0,
  "orbital_gap_ha": 0.271,
  "charge": 0,
  "e_homo_ev": -7.146,
  "total_energy_ha": -3545.291204,
  "species": ["Cl", "C", "C", "C", "H", "C", "C", "C", "H", "H", "C", "C", "H", "H", "C", "Si", "C", "H", "H", "C", "H", "C", "H", "H", "C", "C", "H", "H", "H", "H", "Cl", "H", "C", "H", "C", "C", "C", "H", "H", "H", "N", "C", "H", "Cl", "Cl", "H", "H", "H", "Mo", "C", "H", "H", "Cl", "N"],
  "xyz": [[-2.84354, -0.56657, -0.38448], [-4.30524, 1.15979, 2.93483], [-4.26770, 0.40701, 1.76269], [-0.26870, -4.36787, 1.02648], [-2.00614, -3.06389, -1.30009], [-0.99532, -3.18170, -1.69251], [0.07346, 1.04496, -3.68094], [3.37975, -1.09444, 2.50788], [3.14527, 2.92394, 2.10220], [4.11494, -1.60903, 3.11420], [-1.95176, 1.65993, 2.68055], [-0.30868, 1.51637, -1.30419], [-2.25865, 2.34714, -2.98923], [-1.21329, -4.02907, 1.45786], [2.47480, 0.93995, 1.63463], [0.28690, -3.20751, -0.33392], [2.41196, -1.82212, 1.84515], [1.00254, 3.84176, -1.85763], [1.25154, 3.54374, -3.58415], [3.43111, 0.29196, 2.39817], [-0.42017, -5.37941, 0.64234], [-3.14585, 1.78546, 3.39496], [1.46706, 2.81553, 1.51600], [1.80888, -4.81581, -1.44444], [1.50049, -1.12095, 1.04682], [1.11388, 3.06190, -2.61370], [2.80121, 2.62874, 0.38903], [-1.25982, 3.42872, -3.97408], [4.20268, 0.86128, 2.89592], [0.21658, 1.47642, -4.67405], [-5.78171, 1.30282, 3.80151], [-0.49433, 2.20695, -0.39559], [2.47500, 2.41789, 1.41023], [0.94876, 0.43965, -3.43826], [-1.87179, 0.93202, 1.49763], [-3.05477, 0.33741, 1.10299], [1.91246, -3.80228, -1.04986], [2.22644, -3.15446, -1.87147], [0.46301, -4.42721, 1.83519], [-0.79767, 0.38858, -3.71050], [1.53555, 0.23317, 1.00102], [-1.36781, 2.97680, -2.98521], [2.00917, 2.48244, -2.38350], [-5.65871, -0.39505, 1.15152], [-0.52627, 2.42531, 3.29825], [2.35528, -2.89786, 1.92653], [-0.80283, -2.36667, -2.39424], [2.71660, -3.81609, -0.31229], [-0.38599, 0.30279, 0.04424], [-0.12068, 2.15318, -2.64143], [-1.51931, 3.77735, -2.25873], [-0.97010, -4.12113, -2.24990], [-3.20553, 2.70826, 4.84582], [0.47705, -1.58007, 0.25979]],
  "lowdin_charge": [0.726, -0.703, -0.711, -0.172, -0.006, -0.196, -0.064, -0.057, 0.081, 0.110, -0.689, -0.286, 0.084, 0.030, -0.324, 0.379, -0.025, 0.083, 0.084, -0.041, 0.031, -0.705, 0.024, 0.032, -0.427, -0.063, 0.082, 0.085, 0.107, 0.085, 0.690, 0.063, -0.041, 0.082, -0.311, -0.671, -0.170, 0.033, 0.019, 0.079, -0.001, -0.059, 0.080, 0.695, 0.696, 0.094, 0.019, 0.019, 1.202, -0.676, 0.084, 0.034, 0.680, -0.196]
}



{
  "formula": "C20H25ClN2O3S",
  "method": "wB97M-V/def2-TZVPD",
  "e_lumo_ev": 0.2,
  "de_lowest_kcal_mol": 7.3,
  "orbital_gap_ha": 0.315,
  "charge": 0,
  "e_homo_ev": -8.397,
  "total_energy_ha": -1970.748100,
  "species": ["H", "O", "C", "H", "C", "H", "H", "C", "H", "H", "C", "N", "H", "C", "H", "N", "C", "H", "H", "H", "O", "H", "H", "C", "C", "H", "H", "C", "H", "S", "H", "C", "C", "H", "H", "H", "C", "H", "C", "C", "C", "Cl", "C", "H", "C", "C", "C", "O", "H", "H", "H", "C"],
  "xyz": [[-6.58752, 2.15504, -0.39597], [-0.17209, -0.40778, -2.03416], [-2.86299, 0.42684, -1.89952], [0.38977, 1.55519, 1.73119], [4.39370, -3.00373, 0.07284], [2.07091, 2.48586, 3.12042], [-0.93675, -2.52830, 0.15589], [-5.21167, 0.56788, -0.83862], [-4.43637, 3.18235, 0.02158], [-3.85285, 2.69871, -2.93366], [-4.77112, 3.09064, -1.01459], [2.57513, -0.87452, 0.86026], [0.70321, -1.84503, -0.11007], [3.79782, -0.96210, 1.29829], [3.41737, -2.97111, -0.38263], [-2.19778, -0.51815, -1.01763], [3.02793, 0.84258, 2.19184], [3.71957, 2.81668, 2.56621], [0.51391, 0.89270, 0.07807], [7.88523, -3.04859, 1.71484], [-1.81776, -0.11517, 1.66143], [6.28202, -1.25350, 2.27520], [-4.75111, 0.41713, -2.93132], [0.67441, 0.69040, 1.13563], [6.00940, -2.02624, 1.57302], [5.02270, -4.77773, -0.94588], [-6.04896, -0.12083, -0.70199], [-3.54515, 2.92366, -1.91163], [3.46238, 1.83894, 4.01032], [-0.46658, -0.70137, 1.63160], [-4.64521, 0.57874, 0.09355], [-0.88226, -0.78058, -1.12051], [6.54151, -4.01374, 0.35605], [-4.39318, -1.04073, -2.02158], [-2.61732, -0.62066, -0.09963], [-1.56173, 2.10332, -1.70828], [3.06901, 2.07011, 3.02182], [-2.59860, 1.85197, -0.30935], [6.90670, -3.02792, 1.26146], [-5.78740, 1.95656, -1.11376], [4.74572, -2.00608, 0.98320], [7.66253, -5.26643, -0.03456], [2.06224, 0.27034, 1.40595], [-6.23657, 1.96020, -2.11037], [5.28810, -4.00568, -0.24110], [-2.58028, 1.85380, -1.40215], [-4.34396, 0.05031, -1.98802], [4.13197, 0.05694, 2.11750], [-3.01544, 3.87917, -1.93521], [-5.27634, 4.02385, -1.27745], [-2.40440, 0.29491, -2.88604], [-0.35184, -1.61889, 0.02756]],
  "lowdin_charge": [0.106, 0.058, -0.300, 0.096, -0.006, 0.081, 0.096, -0.192, 0.112, 0.115, -0.212, 0.188, 0.069, -0.274, 0.115, 0.088, -0.238, 0.090, 0.094, 0.106, -0.548, 0.119, 0.111, -0.221, -0.009, 0.107, 0.108, -0.193, 0.089, 0.974, 0.112, -0.564, -0.673, 0.114, 0.108, 0.114, 0.006, 0.110, -0.097, -0.212, -0.140, 0.680, -0.289, 0.111, -0.093, -0.143, -0.147, 0.129, 0.107, 0.106, 0.149, -0.220]
}